{"formula": "C40H42ClN3P2PdSi", "method": "ωB97M-V/def2-TZVPD", "homo_energy_ev": -13.3260, "relative_energy_kcal_mol": 15.7, "max_force_ha_per_bohr": 0.02807, "charge": 2, "species": ["Pd", "N", "P", "C", "C", "C", "C", "C", "C", "C", "C", "C", "C", "C", "C", "P", "C", "C", "C", "C", "C", "C", "C", "C", "C", "C", "C", "C", "H", "H", "H", "H", "H", "H", "H", "H", "H", "H", "H", "H", "H", "H", "H", "H", "H", "H", "H", "H", "H", "C", "C", "C", "C", "C", "C", "N", "N", "Si", "C", "C", "C", "H", "H", "H", "H", "H", "H", "H", "H", "H", "H", "H", "H", "H", "H", "H", "Cl", "C", "C", "C", "C", "C", "C", "C", "H", "H", "H", "H", "H", "H"], "positions_angstrom": [[-0.719197, -0.702971, 0.392355], [1.648011, 0.621650, -0.711140], [1.116876, 0.708433, 0.891064], [0.910154, 2.450600, 1.276358], [-0.326672, 3.081468, 1.171438], [-0.416163, 4.457377, 1.333542], [0.725116, 5.203232, 1.589112], [1.963750, 4.578274, 1.685037], [2.060996, 3.205397, 1.534710], [2.519267, 0.183118, 1.883967], [2.484735, 0.396527, 3.264428], [3.568047, 0.033535, 4.048405], [4.697754, -0.521156, 3.455385], [4.735985, -0.729416, 2.084177], [3.640300, -0.396694, 1.295975], [0.572058, -0.213652, -1.737873], [1.660846, -0.889232, -3.014402], [2.454318, 0.000162, -3.743942], [3.332521, -0.479165, -4.701322], [3.408134, -1.844871, -4.955303], [2.602941, -2.730451, -4.255804], [1.733561, -2.251847, -3.283705], [-0.396109, 1.025341, -2.616555], [-0.361180, 2.374248, -2.279417], [-1.160369, 3.278975, -2.969109], [-1.993535, 2.838297, -3.985913], [-2.027652, 1.489901, -4.326807], [-1.231152, 0.585739, -3.645295], [2.459417, 1.132564, -1.044511], [-1.205127, 2.505643, 0.923743], [-1.379193, 4.946146, 1.254947], [0.654058, 6.276429, 1.712271], [2.852872, 5.161032, 1.886142], [3.028542, 2.726445, 1.629426], [1.621178, 0.861744, 3.726824], [3.543179, 0.206968, 5.116341], [5.553724, -0.781466, 4.064971], [5.622812, -1.145887, 1.624294], [3.671765, -0.566471, 0.225991], [2.369946, 1.070847, -3.586711], [3.945851, 0.212077, -5.264435], [4.086187, -2.215403, -5.713134], [2.644580, -3.790219, -4.472023], [1.093716, -2.948007, -2.755871], [0.287718, 2.728638, -1.487710], [-1.123412, 4.330740, -2.714488], [-2.612605, 3.545453, -4.523205], [-2.666704, 1.148379, -5.130975], [-1.248122, -0.462371, -3.930776], [-2.243760, -2.780396, -2.319553], [-2.995261, -1.648621, -1.686940], [-4.238959, -1.261126, -2.117561], [-4.876424, -0.170069, -1.510666], [-4.283375, 0.515353, -0.477390], [-3.040938, 0.054426, -0.037084], [-2.429515, -0.982851, -0.654606], [-2.253433, 0.515494, 0.980904], [-2.770912, 0.769103, 2.677581], [-3.426067, 2.490906, 2.868166], [-1.282835, 0.527609, 3.763828], [-4.088449, -0.481450, 3.044412], [-2.571179, -3.744364, -1.921100], [-1.174148, -2.667196, -2.145452], [-2.410709, -2.805166, -3.395159], [-4.708493, -1.797879, -2.930032], [-5.848237, 0.145449, -1.869827], [-4.745987, 1.372637, -0.008618], [-2.636622, 3.236891, 2.971109], [-4.050825, 2.547433, 3.764754], [-4.054673, 2.771925, 2.018372], [-0.610459, 1.388490, 3.710393], [-0.721260, -0.369574, 3.491494], [-1.593425, 0.418814, 4.806804], [-4.993576, -0.273730, 2.466994], [-4.367907, -0.467672, 4.100784], [-3.766752, -1.497781, 2.796445], [4.508910, -4.228757, 1.302348], [2.892992, -3.727482, 1.218933], [2.303693, -3.145485, 2.351329], [0.988823, -2.782427, 2.288833], [0.229918, -3.008993, 1.103612], [-1.155261, -2.808336, 1.114979], [0.874360, -3.573044, -0.032367], [2.194223, -3.923877, 0.019137], [2.890004, -3.003572, 3.248395], [0.497282, -2.357814, 3.156505], [-1.664169, -2.602762, 2.049558], [-1.765909, -3.194637, 0.313448], [0.288398, -3.771739, -0.917394], [2.697196, -4.373831, -0.825844]], "forces_ev_per_angstrom": [[0.604, 0.202, -1.295], [0.091, 0.013, -0.035], [0.047, -0.182, -0.286], [0.090, 0.046, 0.093], [0.029, 0.123, -0.131], [0.014, -0.039, 0.006], [0.034, 0.017, 0.010], [-0.020, 0.013, 0.015], [-0.036, 0.013, 0.079], [-0.002, -0.048, 0.116], [-0.007, -0.065, 0.020], [-0.015, 0.002, -0.036], [0.019, -0.012, 0.009], [-0.017, -0.026, -0.017], [0.047, 0.092, 0.010], [0.439, 0.114, 0.529], [-0.049, -0.157, -0.012], [-0.011, 0.022, -0.015], [-0.019, -0.022, 0.002], [0.006, 0.012, -0.007], [-0.019, 0.027, 0.013], [-0.018, -0.041, 0.002], [-0.015, 0.021, -0.098], [-0.048, 0.041, 0.015], [0.026, -0.016, 0.026], [-0.023, -0.017, -0.022], [0.001, 0.020, 0.017], [-0.044, -0.019, -0.015], [-0.102, 0.126, -0.028], [-0.054, -0.047, 0.033], [0.020, -0.007, -0.002], [0.000, -0.024, 0.004], [-0.013, -0.004, -0.010], [-0.026, 0.011, -0.011], [0.037, -0.007, -0.022], [0.002, -0.008, -0.014], [-0.013, 0.012, -0.014], [-0.019, -0.006, 0.002], [0.005, -0.012, 0.032], [0.003, -0.017, 0.013], [-0.012, -0.011, 0.015], [-0.011, 0.012, 0.016], [-0.001, 0.020, 0.004], [0.026, 0.024, 0.013], [-0.012, -0.014, -0.020], [0.002, -0.027, -0.004], [0.022, -0.016, 0.014], [0.009, 0.010, 0.018], [0.026, 0.034, 0.007], [0.006, 0.022, 0.058], [0.307, 0.127, 0.062], [-0.195, 0.149, -0.027], [-0.023, -0.048, -0.107], [-0.016, -0.014, 0.051], [-0.013, 0.033, 0.310], [-0.670, -0.140, 0.017], [-0.106, -0.307, 0.456], [-0.012, 0.004, -0.372], [-0.194, 0.161, 0.005], [0.180, -0.025, 0.042], [-0.148, -0.157, -0.003], [0.027, 0.014, 0.012], [0.034, 0.002, 0.005], [-0.053, 0.002, 0.011], [-0.013, 0.030, 0.006], [0.017, -0.031, 0.001], [-0.002, -0.020, -0.011], [0.005, -0.032, -0.036], [0.028, 0.015, -0.037], [0.009, 0.031, 0.061], [-0.031, -0.038, -0.027], [0.025, -0.017, 0.034], [-0.008, 0.028, -0.047], [0.022, -0.042, 0.021], [0.016, 0.002, -0.036], [-0.043, 0.018, 0.040], [0.182, -0.038, 0.017], [-0.032, 0.050, 0.021], [0.025, -0.064, -0.098], [-0.078, -0.018, -0.002], [-0.075, -0.051, 0.215], [-0.081, 0.191, 0.233], [-0.024, 0.006, 0.071], [-0.009, 0.033, 0.070], [-0.004, -0.001, -0.013], [0.010, -0.001, -0.021], [0.004, -0.001, 0.007], [-0.011, -0.055, -0.018], [-0.044, -0.012, -0.030], [-0.006, 0.008, 0.023]]}